{
  "formula": "C20H34N4O4",
  "method": "ωB97M-V with the def2-TZVPD basis set",
  "smiles": "CCCN(CCC)CCNc1c(NC2CCN(C(=O)OCC)CC2)c(=O)c1=O",
  "gap_ha": 0.3146,
  "fmax_ha_per_bohr": 0.0156,
  "elements": ["C", "C", "C", "N", "C", "C", "C", "C", "C", "N", "C", "C", "N", "C", "C", "C", "N", "C", "O", "O", "C", "C", "C", "C", "C", "O", "C", "O", "H", "H", "H", "H", "H", "H", "H", "H", "H", "H", "H", "H", "H", "H", "H", "H", "H", "H", "H", "H", "H", "H", "H", "H", "H", "H", "H", "H", "H", "H", "H", "H", "H", "H"],
  "coordinates": [[3.151, -1.046, -4.353], [2.589, -1.419, -2.986], [1.075, -1.204, -2.939], [0.540, -1.373, -1.599], [-0.757, -0.749, -1.388], [-1.936, -1.290, -2.223], [-2.210, -0.483, -3.487], [0.620, -2.738, -1.093], [1.635, -2.824, 0.063], [1.364, -1.821, 1.070], [0.293, -1.964, 1.876], [-0.431, -1.097, 2.697], [-0.331, 0.207, 3.006], [-1.396, 0.894, 3.713], [-2.578, 1.196, 2.779], [-2.104, 2.006, 1.566], [-0.996, 2.859, 1.948], [0.073, 3.111, 1.164], [1.036, 3.753, 1.514], [-0.058, 2.555, -0.067], [1.048, 2.748, -0.948], [2.135, 1.706, -0.720], [-1.031, 3.357, 3.305], [-0.854, 2.201, 4.304], [-1.342, -2.167, 3.130], [-2.329, -2.211, 3.829], [-0.543, -3.116, 2.254], [-0.571, -4.286, 1.950], [4.224, -1.215, -4.383], [2.687, -1.646, -5.133], [2.962, 0.003, -4.572], [2.824, -2.463, -2.776], [3.062, -0.806, -2.218], [0.600, -1.884, -3.665], [0.863, -0.177, -3.247], [-0.647, 0.324, -1.575], [-0.990, -0.874, -0.326], [-1.742, -2.331, -2.487], [-2.835, -1.276, -1.603], [-2.405, 0.558, -3.237], [-1.369, -0.520, -4.174], [-3.084, -0.879, -4.001], [-0.351, -3.060, -0.706], [0.913, -3.441, -1.878], [1.562, -3.808, 0.529], [2.651, -2.664, -0.299], [1.600, -0.877, 0.791], [0.293, 0.786, 2.461], [-1.733, 0.220, 4.506], [-3.327, 1.749, 3.346], [-3.034, 0.263, 2.447], [-1.767, 1.343, 0.767], [-2.926, 2.616, 1.172], [0.627, 2.664, -1.953], [1.450, 3.754, -0.797], [2.935, 1.858, -1.438], [1.727, 0.705, -0.848], [2.544, 1.815, 0.283], [-0.232, 4.092, 3.412], [-1.992, 3.856, 3.461], [-1.381, 2.439, 5.227], [0.201, 2.068, 4.547]],
  "forces_ev_per_angstrom": [[0.0, -0.1, 0.2], [-0.2, 0.1, -0.3], [0.3, -0.1, 0.2], [0.0, 0.0, -0.1], [-0.2, -0.2, 0.0], [0.1, 0.2, 0.0], [0.0, -0.2, 0.1], [0.3, 0.1, 0.3], [-0.2, -0.3, -0.4], [-0.1, 0.3, 0.3], [0.0, 0.4, 0.2], [0.4, 0.0, -0.3], [0.3, -0.3, -0.3], [-0.5, 0.1, 0.2], [0.2, 0.0, 0.1], [-0.3, -0.2, -0.2], [-0.1, -0.1, -0.1], [-0.1, 0.0, -0.2], [0.4, 0.2, 0.0], [-0.2, 0.0, 0.3], [0.5, 0.1, -0.1], [-0.4, 0.3, 0.1], [0.2, 0.2, 0.3], [-0.1, 0.0, -0.2], [-0.7, 0.2, 0.4], [0.3, 0.0, -0.1], [0.1, -0.6, -0.3], [0.0, 0.3, 0.1], [0.1, 0.0, -0.1], [0.0, 0.0, -0.1], [0.0, 0.1, -0.1], [0.0, 0.0, 0.1], [0.0, 0.0, 0.1], [0.0, 0.1, -0.1], [0.0, 0.0, -0.1], [0.0, 0.1, 0.1], [0.0, 0.1, 0.0], [-0.1, -0.1, 0.1], [0.0, -0.1, 0.0], [0.0, 0.1, 0.0], [0.1, 0.0, -0.1], [-0.1, 0.0, -0.1], [0.0, 0.0, -0.1], [-0.1, 0.0, 0.0], [0.1, 0.0, 0.0], [0.0, -0.1, 0.0], [-0.1, -0.1, 0.0], [0.0, -0.1, 0.0], [0.1, 0.1, -0.1], [-0.1, 0.0, 0.0], [-0.1, 0.0, 0.0], [-0.1, 0.1, 0.1], [0.0, -0.1, 0.0], [0.0, 0.0, 0.1], [-0.1, -0.1, -0.1], [0.1, 0.0, -0.1], [0.0, -0.1, -0.1], [0.1, 0.0, 0.1], [-0.2, 0.0, 0.0], [0.0, 0.0, 0.0], [0.0, 0.0, 0.1], [0.0, 0.0, 0.1]]
}

---

{
  "formula": "C33H57N3O5SiV",
  "method": "ωB97M-V with the def2-TZVPD basis set",
  "s2": 2.02,
  "spin_multiplicity": 3,
  "total_charge": 1,
  "gap_ha": [0.2655, 0.2818],
  "fmax_ha_per_bohr": 0.0654,
  "elements": ["O", "O", "C", "C", "H", "H", "H", "H", "H", "C", "C", "H", "H", "H", "H", "H", "C", "C", "C", "H", "H", "H", "H", "H", "C", "H", "H", "H", "H", "H", "H", "N", "C", "C", "C", "C", "H", "H", "H", "C", "H", "H", "H", "N", "C", "C", "C", "C", "H", "C", "H", "C", "H", "C", "C", "C", "C", "C", "C", "H", "C", "H", "C", "H", "C", "C", "V", "H", "H", "H", "H", "H", "H", "H", "H", "H", "H", "H", "H", "H", "C", "Si", "H", "H", "C", "C", "C", "H", "H", "H", "H", "H", "H", "H", "H", "H", "O", "N", "O", "O"],
  "coordinates": [[-1.815, 1.501, -4.395], [-3.653, 0.095, -4.661], [-1.779, 2.475, -3.304], [-0.590, 3.380, -3.391], [-1.793, 1.911, -2.358], [-2.728, 3.021, -3.370], [0.231, 2.977, -2.801], [-0.840, 4.346, -2.961], [-0.249, 3.541, -4.415], [-0.579, 0.721, -4.544], [-0.503, 0.269, -5.975], [-0.626, -0.108, -3.816], [0.261, 1.369, -4.285], [-1.246, -0.502, -6.196], [0.499, -0.124, -6.194], [-0.689, 1.113, -6.650], [-3.716, -1.112, -3.829], [-4.921, 0.831, -4.923], [-2.617, -2.079, -4.200], [-4.702, -1.566, -3.990], [-3.660, -0.782, -2.777], [-2.455, -2.113, -5.289], [-2.881, -3.085, -3.848], [-1.679, -1.818, -3.691], [-5.292, 0.565, -6.351], [-4.734, 1.888, -4.714], [-5.677, 0.476, -4.216], [-4.436, 0.772, -6.997], [-6.107, 1.193, -6.697], [-5.596, -0.477, -6.466], [-2.769, 0.788, -4.498], [1.415, -0.293, 0.261], [2.002, -1.030, 1.243], [1.379, -1.856, 2.192], [0.186, -2.612, 2.175], [3.488, -0.893, 1.252], [3.797, 0.153, 1.422], [3.936, -1.233, 0.304], [3.907, -1.500, 2.064], [0.022, -3.920, 2.881], [-0.412, -4.698, 2.233], [-0.636, -3.807, 3.760], [0.992, -4.286, 3.235], [-0.928, -2.085, 1.612], [2.152, 0.352, -0.795], [2.394, 1.724, -0.727], [2.059, 2.553, 0.471], [2.975, 2.333, -1.846], [3.178, 3.406, -1.810], [3.310, 1.585, -2.979], [3.769, 2.082, -3.832], [3.073, 0.214, -3.011], [3.348, -0.387, -3.886], [2.489, -0.423, -1.922], [2.198, -1.889, -1.933], [-2.081, -2.886, 1.341], [-3.179, -2.787, 2.216], [-3.075, -2.076, 3.531], [-4.390, -3.367, 1.833], [-5.246, -3.296, 2.510], [-4.515, -3.996, 0.596], [-5.479, -4.418, 0.304], [-3.424, -4.090, -0.269], [-3.522, -4.595, -1.234], [-2.194, -3.544, 0.091], [-1.040, -3.560, -0.860], [-1.036, -0.153, 1.664], [1.041, 2.966, 0.423], [2.745, 3.412, 0.502], [2.165, 2.008, 1.416], [1.355, -2.120, -1.271], [3.065, -2.477, -1.598], [1.947, -2.227, -2.948], [-4.021, -1.564, 3.755], [-2.275, -1.317, 3.594], [-2.900, -2.797, 4.347], [-0.102, -3.822, -0.352], [-0.909, -2.583, -1.353], [-1.196, -4.300, -1.657], [2.057, -2.123, 3.013], [-2.459, -0.018, 0.427], [-4.169, 0.762, 0.509], [-2.557, -1.035, 0.009], [-1.817, 0.565, -0.268], [-4.253, 2.277, -0.590], [-4.413, 1.185, 2.313], [-5.412, -0.480, -0.132], [-6.354, -0.337, 0.411], [-5.093, -1.519, 0.004], [-5.611, -0.332, -1.201], [-3.460, 2.992, -0.330], [-5.230, 2.760, -0.449], [-4.155, 2.026, -1.655], [-3.442, 1.383, 2.798], [-4.895, 0.349, 2.837], [-5.050, 2.079, 2.390], [-1.098, 1.184, 3.404], [0.057, 0.504, 3.333], [1.075, 1.006, 3.811], [0.313, 0.446, 0.608]],
  "forces_ev_per_angstrom": [[1.2, 0.6, 0.1], [-1.3, -0.5, -0.1], [-0.9, -0.5, 0.4], [0.5, 0.2, 0.3], [0.0, 0.2, -0.2], [0.2, -0.2, -0.2], [0.2, 0.1, -0.1], [0.0, 0.1, 0.0], [-0.1, 0.0, 0.0], [-0.1, 0.0, 0.3], [0.1, -0.2, -0.4], [0.2, 0.4, -0.3], [-0.2, -0.2, 0.0], [0.2, 0.1, 0.0], [-0.3, 0.0, 0.1], [0.1, -0.1, 0.2], [-0.5, 0.1, 0.5], [0.2, -0.2, 0.2], [0.4, -0.1, 0.1], [0.2, 0.3, -0.1], [0.0, -0.2, -0.3], [-0.1, -0.1, 0.5], [0.0, 0.3, -0.1], [-0.2, -0.1, -0.3], [0.0, -0.1, -0.3], [0.2, -0.2, 0.0], [0.2, 0.0, 0.0], [0.0, -0.1, 0.0], [-0.2, 0.1, 0.2], [0.1, 0.1, -0.1], [0.2, 0.1, 0.2], [0.6, -0.2, 0.7], [-0.2, 0.2, -0.2], [1.4, -0.3, 0.2], [-2.6, 1.4, -0.8], [0.8, -0.4, 0.5], [-0.2, -0.3, -0.2], [-0.2, 0.1, 0.3], [0.0, 0.1, -0.3], [0.8, -0.5, 0.4], [0.1, 0.4, 0.1], [0.1, 0.0, -0.4], [-0.2, 0.0, 0.0], [1.8, -2.2, 0.3], [-0.3, -0.4, -0.2], [0.0, 0.1, -0.5], [0.2, 0.6, 0.4], [0.1, -0.3, -0.1], [0.0, -0.3, -0.1], [0.0, 0.2, 0.2], [-0.1, -0.1, 0.2], [0.1, 0.0, -0.1], [-0.1, 0.3, 0.3], [-0.2, 0.4, 0.4], [-0.1, -0.5, -0.2], [-0.6, 0.0, -0.2], [0.3, -0.3, -0.5], [-0.2, 0.3, 0.6], [0.1, -0.1, -0.2], [0.2, 0.0, -0.3], [-0.1, -0.1, 0.1], [0.3, 0.1, 0.1], [-0.1, 0.0, 0.3], [0.0, 0.1, 0.3], [-0.2, 0.3, 0.6], [0.3, -0.2, -0.4], [1.1, 1.3, 2.4], [0.2, -0.3, 0.0], [-0.1, -0.2, 0.0], [-0.1, 0.1, -0.2], [0.3, 0.0, -0.2], [-0.2, 0.1, 0.0], [0.1, 0.0, 0.2], [0.3, -0.2, 0.0], [-0.3, -0.4, -0.1], [0.0, 0.2, -0.2], [-0.1, 0.2, -0.2], [0.0, -0.2, 0.3], [0.0, 0.1, 0.2], [-0.1, -0.2, -0.6], [-2.2, 0.5, -2.5], [1.1, -0.7, 0.2], [0.0, 0.4, -0.1], [-0.4, -0.1, -0.2], [-0.1, 0.3, 0.1], [-0.3, 0.4, 0.0], [-0.4, 0.0, 0.0], [0.0, -0.1, -0.2], [0.0, 0.3, 0.1], [0.0, 0.0, 0.1], [-0.2, 0.0, -0.1], [0.2, 0.1, -0.1], [0.0, 0.0, 0.2], [-0.4, 0.0, -0.2], [0.0, 0.3, 0.0], [0.1, -0.3, 0.3], [1.8, -1.6, -0.7], [0.7, 2.6, 1.5], [-2.4, -1.2, -0.8], [-0.2, 0.1, -0.9]]
}

---

{
  "formula": "C22H29N3O4S",
  "method": "ωB97M-V with the def2-TZVPD basis set",
  "gap_ha": 0.2419,
  "fmax_ha_per_bohr": 0.3096,
  "elements": ["C", "C", "H", "H", "O", "C", "O", "C", "C", "H", "H", "C", "N", "C", "O", "C", "H", "C", "H", "C", "N", "C", "N", "C", "C", "C", "C", "C", "C", "S", "H", "O", "C", "H", "H", "H", "H", "H", "C", "H", "C", "H", "H", "H", "H", "H", "H", "C", "C", "H", "H", "H", "H", "H", "H", "H", "H", "H", "H"],
  "coordinates": [[-0.180, -2.467, -8.038], [0.526, -3.651, -7.474], [1.451, -3.867, -8.017], [-0.115, -4.602, -7.596], [0.811, -3.500, -6.304], [0.192, -3.785, -5.367], [-0.840, -4.141, -5.594], [0.738, -3.612, -3.904], [0.870, -2.092, -3.800], [-0.029, -1.485, -4.113], [1.861, -1.790, -4.365], [1.173, -1.781, -2.353], [-0.083, -1.946, -1.547], [-0.001, -1.680, -0.145], [-1.116, -2.126, 0.474], [1.008, -0.588, 0.269], [1.849, -0.560, -0.178], [0.388, 0.832, 0.059], [-0.670, 0.792, 0.736], [1.376, 1.826, 0.770], [1.318, 1.488, 2.179], [0.827, 2.095, 3.054], [0.667, 1.745, 4.407], [-0.034, 2.654, 5.042], [-0.613, 2.304, 6.601], [-1.300, 3.497, 7.149], [-1.943, 4.665, 6.253], [-1.545, 4.560, 5.111], [-0.694, 3.749, 4.281], [-0.258, 3.714, 2.707], [-1.992, 5.375, 4.475], [-2.748, 5.330, 7.055], [-3.191, 6.475, 6.449], [-3.873, 7.074, 7.083], [-3.929, 6.171, 5.550], [-2.346, 7.051, 6.116], [-1.668, 3.338, 8.179], [0.179, 1.824, 6.977], [1.976, 0.208, 2.496], [3.107, 0.089, 2.028], [1.159, -0.682, 1.867], [0.338, -0.865, 2.218], [1.534, -1.842, 1.952], [1.949, 0.212, 3.451], [2.225, 1.648, 0.301], [0.785, 2.953, 0.748], [0.222, 1.135, -0.932], [-0.832, -2.852, -2.020], [-0.022, -4.216, -2.664], [-0.572, -4.973, -3.221], [0.677, -4.639, -1.985], [-1.359, -3.509, -1.147], [-1.575, -2.571, -2.521], [2.179, -1.935, -2.023], [1.374, -0.356, -2.252], [2.064, -3.895, -3.901], [-1.229, -2.426, -7.493], [0.411, -1.657, -8.055], [-0.481, -2.713, -9.026]],
  "forces_ev_per_angstrom": [[-4.8, -3.1, 0.7], [-2.8, -3.6, -10.9], [0.0, 0.2, -0.4], [0.6, 1.3, -0.1], [14.5, 6.0, 2.3], [1.3, -1.0, 11.2], [-13.1, -4.8, 0.6], [4.8, 0.2, -1.0], [2.3, 1.3, -0.1], [1.0, -0.8, 0.0], [-2.4, -0.2, 0.6], [-1.2, 7.0, -0.1], [9.0, 5.1, 4.4], [-6.7, -1.3, -0.6], [6.6, 2.7, -1.4], [-7.2, 0.6, 5.4], [6.1, -0.7, -3.2], [-2.3, -0.7, 3.9], [2.7, 0.4, -2.2], [-8.6, 2.8, 1.6], [7.5, -5.2, -8.8], [-7.8, 7.7, 11.5], [2.0, 0.0, -4.5], [-5.0, 1.6, 2.4], [-1.5, 8.9, -5.2], [0.0, -3.2, -1.9], [1.8, -7.4, 12.4], [1.0, 3.7, -12.9], [1.2, -3.3, 7.1], [1.9, -1.6, -2.2], [0.2, -0.4, 0.1], [-0.9, 1.1, 0.5], [-3.6, 0.8, -2.1], [0.8, -0.5, 0.2], [1.8, 0.8, 1.4], [0.2, 0.6, -0.4], [0.3, 0.7, -0.4], [2.0, -2.6, 2.5], [4.8, 3.1, -5.5], [-2.6, 1.0, 1.4], [6.5, -7.7, -7.7], [-9.5, -0.9, 4.0], [-0.1, 2.5, 0.1], [0.4, -0.8, 6.7], [4.6, 0.2, -1.5], [2.5, -3.0, -0.6], [-0.4, 0.2, -1.4], [-0.9, -13.6, 3.3], [-0.5, 3.4, -3.3], [-1.0, -0.1, 1.1], [0.4, -0.2, 0.8], [0.9, 2.0, -1.5], [-5.9, 2.1, -4.9], [0.2, -1.5, 0.7], [-0.6, -3.7, -0.8], [-4.0, 0.2, -0.1], [2.3, 0.7, -0.8], [1.7, 3.2, 0.3], [-0.1, 0.0, -1.2]]
}

---

{
  "formula": "C9H12",
  "method": "ωB97M-V with the def2-TZVPD basis set",
  "gap_ha": [0.2885, 0.3169],
  "fmax_ha_per_bohr": 0.0897,
  "elements": ["C", "C", "C", "C", "C", "C", "C", "C", "C", "H", "H", "H", "H", "H", "H", "H", "H", "H", "H", "H", "H"],
  "coordinates": [[0.157, 1.020, -1.620], [-1.889, 0.011, -0.372], [-0.770, 0.893, -0.541], [-1.024, -1.164, -0.223], [0.773, 0.537, -0.347], [0.369, -0.947, -0.261], [-2.883, 0.241, 0.794], [1.893, 0.981, 0.520], [1.493, -1.946, -0.204], [0.111, 0.329, -2.581], [0.346, 2.134, -1.832], [-2.392, 0.036, -1.265], [-3.775, 0.773, 0.575], [-2.376, 0.767, 1.722], [-3.163, -0.710, 1.310], [2.806, 1.192, -0.064], [1.834, 0.247, 1.312], [1.788, 1.973, 0.935], [1.241, -2.755, -0.939], [1.483, -2.266, 0.797], [2.407, -1.486, -0.561]],
  "forces_ev_per_angstrom": [[0.5, 0.9, -3.3], [-1.2, 0.5, 2.9], [1.5, 1.4, 0.9], [4.6, 0.3, -0.3], [-3.3, -2.2, -0.1], [-1.4, 0.1, -0.3], [1.9, -0.5, 3.1], [-0.2, 1.4, -0.6], [-1.7, -0.2, -2.1], [0.1, 1.5, 1.9], [-0.1, -1.6, 0.1], [-1.4, -0.3, -2.3], [-0.6, 0.6, -0.5], [-0.7, -0.6, -2.1], [0.1, 0.4, -1.0], [0.1, -1.3, 0.4], [1.2, 0.0, 0.4], [-0.8, 0.3, 0.4], [0.3, 0.3, 1.0], [0.8, -1.0, 1.2], [0.3, 0.0, 0.4]]
}